[1]
Computed, not measured: 4 unconnected molecules or ions with the total composition C2H11NO4 at a distorted geometry, with the ωB97M-V functional and the def2-TZVPD basis.

Cartesian coordinates (Å):
C  -0.23972  -2.44411  2.19753
C  0.53724  -1.96294  0.98799
N  -0.21054  -1.94256  -0.16745
O  1.69398  -1.61442  1.02134
H  -0.34140  -3.52713  2.11776
H  0.22054  -2.19509  3.14670
H  -1.24711  -2.03168  2.19522
H  -0.90835  -2.65579  -0.29121
H  0.33246  -1.66343  -0.97627
O  -1.69733  1.21137  -0.49053
H  -0.87427  1.19921  0.01613
H  -1.53053  1.98687  -1.05909
O  1.94059  2.18579  -0.06225
H  2.84163  2.05244  0.25590
H  1.79942  3.11681  0.14906
O  -0.94566  3.10895  -2.97491
H  -1.19132  2.40424  -3.58389
H  -0.17963  2.77146  -2.48203

total energy	-438.52891	Ha
net charge	0
SMILES	CC(N)=O.O.O.O
E_HOMO	-9.77	eV
energy relative to the best compared isomer or geometry (same formula, charge and spin)	17.9	kcal/mol
LUMO energy	0.5	eV
HOMO-LUMO gap	10.250	eV



[2]
Computed, not measured: 4 unconnected molecules or ions with the total composition C2H11NO4, with the ωB97M-V functional and the def2-TZVPD basis.

Cartesian coordinates (Å):
C  0.18934  -0.18310  -2.21361
C  0.85427  0.59290  -1.10904
N  -0.00580  1.14859  -0.20570
O  2.05668  0.73883  -0.98300
H  0.21639  0.34016  -3.17361
H  -0.86709  -0.27869  -1.98467
H  0.67716  -1.12987  -2.40796
H  -0.96213  0.85555  -0.18911
H  0.37468  1.82247  0.44024
O  -1.62612  -1.50681  2.72213
H  -0.73620  -1.34948  2.37511
H  -1.48723  -1.17178  3.61805
O  2.79789  1.97834  1.44736
H  2.31081  1.14805  1.52938
H  3.15576  1.86759  0.55625
O  -2.10936  -1.62693  -0.49211
H  -2.79706  -1.01838  -0.19082
H  -2.04200  -2.22744  0.26111

total energy	-438.53401	Ha
net charge	0
SMILES	CC(N)=O.O.O.O
E_HOMO	-9.94	eV
energy relative to the best compared isomer or geometry (same formula, charge and spin)	14.7	kcal/mol
LUMO energy	0.2	eV
HOMO-LUMO gap	10.153	eV



Please write out number 1 again, unchanged.
Computed, not measured: 4 unconnected molecules or ions with the total composition C2H11NO4 at a distorted geometry, with the ωB97M-V functional and the def2-TZVPD basis.

Cartesian coordinates (Å):
C  -0.23972  -2.44411  2.19753
C  0.53724  -1.96294  0.98799
N  -0.21054  -1.94256  -0.16745
O  1.69398  -1.61442  1.02134
H  -0.34140  -3.52713  2.11776
H  0.22054  -2.19509  3.14670
H  -1.24711  -2.03168  2.19522
H  -0.90835  -2.65579  -0.29121
H  0.33246  -1.66343  -0.97627
O  -1.69733  1.21137  -0.49053
H  -0.87427  1.19921  0.01613
H  -1.53053  1.98687  -1.05909
O  1.94059  2.18579  -0.06225
H  2.84163  2.05244  0.25590
H  1.79942  3.11681  0.14906
O  -0.94566  3.10895  -2.97491
H  -1.19132  2.40424  -3.58389
H  -0.17963  2.77146  -2.48203

total energy	-438.52891	Ha
net charge	0
SMILES	CC(N)=O.O.O.O
E_HOMO	-9.77	eV
energy relative to the best compared isomer or geometry (same formula, charge and spin)	17.9	kcal/mol
LUMO energy	0.5	eV
HOMO-LUMO gap	10.250	eV



Which of these has the lowest energy relative to the best compared isomer or geometry (same formula, charge and spin)? number 2



Which value of HOMO-LUMO gap does entry 1 give? 10.250 eV



The lowest LUMO energy belongs to which entry? number 2